1.
{"formula": "C28H35NPRuS2", "method": "ωB97M-V with the def2-TZVPD basis set", "energy_ha": -2375.1307, "s_squared": 6.06, "total_charge": 1, "multiplicity": 5, "e_above_lowest_kj_mol": 29.8, "elements": ["Ru", "S", "S", "P", "N", "C", "C", "C", "C", "C", "C", "C", "C", "C", "C", "C", "C", "C", "C", "C", "C", "C", "C", "C", "C", "C", "C", "C", "C", "C", "C", "C", "C", "H", "H", "H", "H", "H", "H", "H", "H", "H", "H", "H", "H", "H", "H", "H", "H", "H", "H", "H", "H", "H", "H", "H", "H", "H", "H", "H", "H", "H", "H", "H", "H", "H", "H", "H"], "xyz": [[0.392, 1.154, -0.496], [-1.719, 2.204, -1.045], [1.121, 3.249, 0.140], [0.078, 0.250, 1.616], [0.268, -0.770, -1.010], [-2.608, 5.760, 0.568], [-0.255, 5.443, 0.925], [-1.642, 0.001, 2.226], [0.183, -1.032, -2.407], [0.189, -1.524, -5.160], [0.718, -1.416, 1.248], [-1.557, 3.732, -0.214], [-0.655, -2.027, -2.930], [1.767, 0.919, -2.707], [1.220, -2.327, 2.160], [0.955, -0.232, -3.263], [-1.383, 6.223, 1.055], [0.729, -1.725, -0.138], [-2.694, 4.534, -0.060], [-0.627, -2.250, -4.301], [1.763, -3.842, 0.381], [-2.295, 1.337, 2.583], [0.195, -1.801, -6.638], [-0.328, 4.189, 0.301], [-2.479, -0.777, 1.209], [1.267, -2.962, -0.551], [2.319, -4.527, 2.739], [-1.620, -2.791, -2.060], [0.966, -0.504, -4.618], [0.675, 0.491, 4.399], [1.748, -3.551, 1.752], [1.027, 1.007, 3.004], [2.530, 0.906, 2.721], [-2.056, -1.763, 1.012], [-0.561, -1.194, -7.141], [1.162, -1.562, -7.078], [1.201, -2.101, 3.219], [1.995, -5.542, 2.510], [-1.110, -3.432, -1.340], [-2.471, 1.925, 1.683], [-1.697, 1.931, 3.276], [0.701, 5.784, 1.302], [1.308, -3.202, -1.605], [-0.381, 0.622, 4.635], [1.583, 0.102, -5.274], [2.029, -4.286, 3.760], [2.186, -4.782, 0.046], [-3.490, -0.916, 1.597], [-2.264, -3.418, -2.672], [3.410, -4.515, 2.685], [-2.251, -2.100, -1.499], [1.251, 1.051, 5.137], [-1.525, -0.606, 3.128], [0.925, -0.563, 4.522], [-3.640, 4.175, -0.445], [2.365, 1.387, -3.486], [1.097, 1.738, -2.356], [-3.501, 6.363, 0.678], [-1.316, 7.195, 1.525], [2.882, -0.119, 2.851], [-1.278, -3.015, -4.713], [0.730, 2.058, 2.937], [2.768, 1.219, 1.704], [-2.548, -0.223, 0.274], [-3.261, 1.146, 3.053], [-0.033, -2.847, -6.839], [2.454, 0.596, -1.921], [3.084, 1.548, 3.405]], "mulliken_charge": [-0.0405, -0.3350, -0.3001, 1.5234, 0.5781, -0.5594, -0.6759, 0.3099, 0.2331, 0.3928, -0.2172, 0.2720, 0.9975, -2.2015, -0.5569, 1.0122, -0.5370, 0.3064, -0.5885, -1.0071, -1.0521, -1.3938, -1.5712, 0.7100, -1.5700, -0.5917, -1.6946, -1.0754, -1.1626, -1.3125, 0.4697, 0.6451, -1.5153, 0.2966, 0.3061, 0.3945, 0.1399, 0.4063, 0.2946, 0.1820, 0.3634, 0.4457, 0.5560, 0.3666, 0.4333, 0.3632, 0.4317, 0.5970, 0.4788, 0.3439, 0.1063, 0.4729, 0.7914, 0.1922, 0.4698, 0.4706, 0.4963, 0.3922, 0.3920, 0.3027, 0.4498, 0.4418, 0.2976, 0.0825, 0.5034, 0.4016, 0.3911, 0.4547]}

=====

2.
{"formula": "C28H36As2OsSi", "method": "ωB97M-V with the def2-TZVPD basis set", "energy_ha": -5939.2744, "s_squared": 6.05, "total_charge": 2, "multiplicity": 5, "e_above_lowest_kj_mol": 181.0, "elements": ["Os", "As", "As", "Si", "C", "C", "C", "C", "C", "C", "C", "C", "C", "C", "C", "C", "C", "C", "C", "C", "C", "C", "C", "C", "C", "C", "C", "C", "C", "C", "C", "C", "H", "H", "H", "H", "H", "H", "H", "H", "H", "H", "H", "H", "H", "H", "H", "H", "H", "H", "H", "H", "H", "H", "H", "H", "H", "H", "H", "H", "H", "H", "H", "H", "H", "H", "H", "H"], "xyz": [[-0.046, 1.211, 0.919], [-1.413, -0.463, 2.649], [1.515, -0.520, 1.780], [0.366, 1.025, -1.970], [3.464, -0.724, -5.425], [-2.081, 2.092, -5.598], [2.084, -2.070, 0.692], [-1.142, 1.549, -3.346], [-0.377, 3.049, 0.058], [-0.672, -2.151, 5.076], [2.423, -1.584, -5.046], [0.602, 2.750, 2.136], [2.441, 0.929, -3.949], [-2.731, -1.976, 2.315], [2.021, -2.245, 4.264], [-2.443, 1.726, -2.880], [-1.057, 1.563, -4.753], [1.403, 0.085, -3.473], [-3.316, 2.513, -5.060], [1.606, -2.930, 5.430], [3.446, 0.551, -4.862], [-0.243, -1.487, 3.925], [-3.503, 2.244, -3.690], [3.240, 0.189, 2.390], [-1.858, -2.077, -0.578], [-2.519, 0.338, 4.142], [0.277, -2.879, 5.831], [-0.846, 2.581, 2.294], [1.081, -1.538, 3.512], [0.868, 3.076, 0.754], [1.401, -1.179, -4.127], [-1.432, 2.692, 0.965], [-3.563, -1.566, 1.677], [1.849, 3.152, 0.233], [-4.492, 2.499, -3.272], [-3.169, 1.108, 3.648], [0.609, -1.909, -3.906], [-1.955, 2.249, -6.687], [-2.022, -1.113, -1.084], [-3.097, -2.339, 3.287], [-3.140, -0.434, 4.631], [-0.893, -1.663, -0.506], [-1.464, 2.328, 3.179], [3.087, -2.400, 0.999], [-0.060, -3.404, 6.722], [2.514, 1.956, -3.555], [4.181, 1.274, -5.180], [1.477, 2.187, -1.764], [-2.428, 2.529, 0.602], [2.095, -1.761, -0.361], [4.217, -1.012, -6.185], [1.366, 2.721, 2.939], [-1.922, -3.024, -1.069], [3.694, 0.702, 1.537], [-2.277, -2.139, 0.403], [1.387, -2.908, 0.806], [3.022, 0.916, 3.190], [-0.500, 3.197, -1.023], [3.074, -2.289, 3.948], [-1.723, -2.097, 5.400], [-1.832, 0.812, 4.848], [2.329, -3.507, 6.004], [-0.223, 1.139, -5.304], [2.388, -2.572, -5.530], [-2.200, -2.796, 1.770], [-2.672, 1.406, -1.868], [3.892, -0.606, 2.773], [-4.104, 3.024, -5.676]], "mulliken_charge": [0.8525, 0.3840, 0.5370, 0.8914, -0.3530, -0.6895, -0.9509, 0.4966, -0.5234, -0.7691, -0.5304, -0.4454, -0.2091, -1.4777, -0.6668, -0.1110, -0.3984, -0.1634, -0.4806, -0.8314, -0.6087, 0.4889, -0.5607, -1.3108, -0.2879, -1.4651, -0.6411, -0.8426, 0.3228, -0.7494, 0.1292, -0.3201, 0.4298, 0.3807, 0.3586, 0.4786, 0.4732, 0.3343, 0.3529, 0.5186, 0.4413, -0.0154, 0.7548, 0.4394, 0.4160, 0.3107, 0.4427, -0.3691, 0.5054, 0.2336, 0.4138, 0.5853, 0.4100, 0.4096, -0.3313, 0.3439, 0.3156, 0.9764, 0.3214, 0.2971, 0.4361, 0.4117, 0.2899, 0.4019, 0.3993, 0.2676, 0.4688, 0.3808]}

=====

3.
{"formula": "C28H36Br2F6NO9P", "method": "ωB97M-V with the def2-TZVPD basis set", "energy_ha": -7909.0968, "multiplicity": 1, "smiles": "CCCCCCc1c(CC(C)C)c(CC(=O)O)c(Br)c2c1C(=O)N(P(O)Br)C2=O.CCOC(=O)C(F)(F)F.CCOC(=O)C(F)(F)F", "elements": ["Br", "Br", "P", "F", "F", "F", "F", "F", "F", "O", "O", "O", "O", "O", "O", "O", "O", "O", "N", "C", "C", "C", "C", "C", "C", "C", "C", "C", "C", "C", "C", "C", "C", "C", "C", "C", "C", "C", "C", "C", "C", "C", "C", "C", "C", "C", "C", "H", "H", "H", "H", "H", "H", "H", "H", "H", "H", "H", "H", "H", "H", "H", "H", "H", "H", "H", "H", "H", "H", "H", "H", "H", "H", "H", "H", "H", "H", "H", "H", "H", "H", "H", "H"], "xyz": [[-2.238, -2.824, -2.762], [-5.245, -0.009, 2.584], [-3.543, -0.775, 1.279], [-4.886, 4.557, 5.523], [4.357, 1.753, -9.098], [-5.390, 6.642, 5.272], [3.885, 2.567, -7.162], [-3.379, 6.070, 5.798], [2.314, 2.237, -8.608], [0.874, -3.335, -3.999], [-3.090, 6.131, 3.092], [-1.469, 2.105, 0.764], [-3.466, 0.175, -2.114], [2.511, -4.162, -2.721], [-5.033, 5.018, 2.911], [3.578, -0.678, -8.153], [-4.277, -1.811, 0.246], [2.592, 0.365, -6.426], [-3.066, 0.526, 0.214], [0.352, -0.782, 0.630], [2.076, -2.654, 0.447], [-0.242, -1.214, 4.756], [1.355, -3.801, -2.792], [-4.432, 5.729, 5.060], [-0.827, -0.258, 0.159], [1.184, -0.187, 1.753], [-2.840, -0.048, -1.121], [3.457, 1.735, -8.119], [0.453, -3.919, -1.580], [0.782, -1.980, 0.025], [0.045, -2.596, -0.963], [-4.854, 4.906, 1.485], [-0.381, 1.044, 3.485], [0.775, 1.115, 2.457], [-1.144, -2.031, -1.420], [-1.005, -0.343, 3.719], [-1.664, 0.963, 0.483], [3.376, -1.813, 0.270], [-4.074, 5.652, 3.570], [4.631, -2.715, 0.067], [-0.637, -0.754, 6.179], [3.474, -1.447, -5.069], [3.239, 0.314, -7.582], [-1.577, -0.882, -0.874], [-3.935, 3.754, 1.143], [3.322, -0.771, -0.854], [2.277, -0.904, -5.822], [-0.644, -2.226, 4.643], [1.997, -2.902, 1.514], [0.931, -4.544, -0.833], [-4.834, -2.420, 0.747], [2.256, -3.585, -0.081], [-1.726, -0.836, 6.235], [1.918, -1.609, -6.571], [4.376, -3.770, 0.182], [3.832, -0.713, -4.344], [0.652, 1.886, 1.695], [3.214, -2.365, -4.545], [-1.190, -0.921, 2.816], [-0.415, 0.308, 6.304], [0.886, -4.109, -4.578], [0.839, -1.191, 4.602], [5.366, -2.481, 0.842], [1.301, -0.956, 2.529], [1.457, -0.718, -5.132], [4.298, -0.281, -0.908], [-0.179, -1.371, 6.951], [3.564, -1.294, 1.211], [3.103, -1.220, -1.829], [-1.992, -0.172, 4.166], [0.008, 1.358, 4.459], [-2.933, 3.923, 1.532], [2.575, 0.008, -0.681], [-0.439, -4.477, -1.878], [-3.867, 3.623, 0.064], [-4.301, 2.828, 1.588], [5.112, -2.509, -0.890], [-1.191, 1.747, 3.279], [-4.493, 5.847, 1.071], [4.301, -1.659, -5.748], [2.193, -0.040, 1.371], [-5.845, 4.730, 1.070], [1.655, 1.443, 3.019]], "mulliken_charge": [-0.1410, -0.3337, 0.4395, -0.2413, -0.2412, -0.2564, -0.2462, -0.2437, -0.2518, -0.3350, -0.5184, -0.5318, -0.5301, -0.5484, -0.3142, -0.5086, -0.4323, -0.3338, 0.2332, 1.0557, -1.5636, -0.6737, 0.7298, 0.8828, 0.0064, -0.5549, -0.3743, 0.8735, -2.3756, 0.5101, 0.9311, -0.4749, -0.6852, -1.4328, 0.2468, -0.0406, 0.0087, 1.0655, 0.3677, -1.4636, -1.2823, -0.8727, 0.3508, 0.4528, -0.6856, -1.6009, -0.1205, 0.3776, 0.2419, 0.5654, 0.3668, 0.5553, 0.3334, 0.3155, 0.3773, 0.2583, 0.3959, 0.1513, -0.0467, 0.2984, 0.3578, 0.2970, 0.3496, 0.0584, 0.2400, 0.6110, 0.4039, 0.2474, 0.1075, 0.3918, 0.5006, 0.2984, 0.3400, 0.7538, 0.3596, 0.1018, 0.3196, 0.0618, 0.3601, 0.3971, 0.3490, 0.3595, 0.5985]}